[1]
C38H50GeN5O12OsP as an isolated structure. Source: OMol25; level of theory: ωB97M-V/def2-TZVPD.

The calculation puts the maximum force at 0.750 eV Å⁻¹. As for the HOMO-LUMO gap (alpha / beta): 8.61 / 7.25 eV. The multiplicity is 6. The HOMO energy (alpha / beta) is -11.28 / -11.69 eV. As for the total charge: +1. Its LUMO energy (alpha / beta) is -2.6713 / -4.4395 eV.

Each line ends with the Löwdin spin population.
CARTESIAN COORDINATES (ANGSTROEM)
Os -0.73 -0.92 -0.19  3.901
O 1.64 2.19 0.55  0.014
C 1.66 1.11 0.02  0.007
O 1.44 -0.05 0.71  0.075
C 1.93 0.93 -1.43  0.011
C 2.63 1.94 -2.07  -0.003
C 2.97 1.80 -3.39  0.011
C 2.58 0.70 -4.12  -0.002
C 1.87 -0.30 -3.50  0.015
C 1.53 -0.24 -2.13  0.018
O 0.87 -1.20 -1.52  0.217
N 1.49 -1.45 -4.37  0.001
O 0.98 -2.44 -3.87  0.003
O 1.73 -1.35 -5.56  0.004
N 3.78 2.85 -4.05  0.001
O 4.01 2.72 -5.23  0.002
O 4.17 3.77 -3.35  0.002
H 2.93 2.82 -1.52  0.000
H 2.84 0.61 -5.16  0.000
O -0.90 0.76 1.58  0.085
H -0.72 1.62 1.16  0.002
H -1.86 0.79 1.74  0.005
C 5.52 -3.02 2.33  0.000
C 5.47 -2.07 3.33  0.000
C 4.39 -1.19 3.40  0.000
C 3.38 -1.25 2.44  0.001
C 3.45 -2.20 1.42  0.000
C 4.51 -3.09 1.37  0.000
Ge 1.80 -0.16 2.61  0.003
C 1.92 1.53 3.49  0.000
C 0.78 2.12 4.03  0.000
C 0.87 3.35 4.66  0.000
C 2.10 4.00 4.75  0.000
C 3.24 3.41 4.22  0.000
C 3.15 2.18 3.58  0.000
C 0.37 -1.30 3.24  0.013
C -0.10 -2.33 2.43  0.029
C -1.12 -3.18 2.85  0.018
C -1.66 -3.02 4.12  -0.001
C -1.16 -2.03 4.96  0.015
C -0.15 -1.18 4.53  -0.001
H 6.36 -3.71 2.28  0.000
H 6.26 -2.01 4.07  0.000
H 4.35 -0.46 4.20  0.000
H 2.69 -2.23 0.65  0.000
H 4.56 -3.83 0.58  0.000
H -0.19 1.62 3.96  0.000
H -0.02 3.82 5.08  0.000
H 2.17 4.97 5.22  0.000
H 4.20 3.91 4.29  0.000
H 4.04 1.73 3.15  0.000
H 0.38 -2.53 1.48  0.012
H -1.46 -3.98 2.20  0.001
H -2.44 -3.69 4.47  0.000
H -1.56 -1.92 5.96  0.001
H 0.23 -0.42 5.20  0.000
C -3.48 -2.56 -0.41  0.037
N -2.86 -3.87 -0.33  0.012
C -3.57 -4.86 0.50  0.002
C -1.55 -4.01 -0.63  0.031
N -0.75 -2.95 -0.70  0.108
N -1.06 -5.24 -0.86  0.016
C 0.38 -5.46 -0.89  0.002
C -1.87 -6.27 -1.52  0.002
H -4.57 -2.69 -0.40  0.003
H -3.21 -2.06 -1.34  0.005
H -3.22 -1.92 0.44  0.020
H -3.89 -4.38 1.43  0.000
H -2.92 -5.69 0.75  0.000
H -4.46 -5.23 -0.01  0.000
H 0.11 -3.10 -1.21  0.008
H 0.81 -5.25 -1.87  0.001
H 0.57 -6.51 -0.64  0.000
H 0.88 -4.85 -0.13  0.000
H -2.85 -5.89 -1.78  0.000
H -1.98 -7.15 -0.88  0.000
H -1.37 -6.58 -2.44  0.001
C -0.60 3.67 -1.91  0.001
C -1.45 4.04 -0.71  0.000
C -0.61 4.69 0.37  0.000
C -2.61 4.94 -1.11  0.000
O -1.99 2.81 -0.06  0.008
P -2.70 1.62 -0.84  0.026
O -3.58 2.01 -1.93  0.011
O -1.56 0.60 -1.22  0.231
O -3.39 0.85 0.40  0.014
C -4.53 1.34 1.21  0.000
C -5.28 2.50 0.56  0.000
C -3.97 1.77 2.56  0.000
C -5.46 0.15 1.38  0.000
H -0.20 4.57 -2.38  0.000
H -1.19 3.13 -2.66  0.000
H 0.25 3.04 -1.60  0.000
H -0.23 5.65 0.01  0.000
H 0.24 4.06 0.64  0.000
H -1.22 4.88 1.27  0.000
H -2.21 5.85 -1.57  0.000
H -3.20 5.22 -0.24  0.000
H -3.25 4.44 -1.84  0.000
H -4.62 3.37 0.42  0.000
H -6.11 2.79 1.20  0.000
H -5.66 2.22 -0.42  0.000
H -3.30 2.63 2.44  0.000
H -3.43 0.95 3.04  0.000
H -4.78 2.07 3.22  0.000
H -5.86 -0.15 0.41  0.000
H -6.29 0.42 2.03  0.000
H -4.92 -0.69 1.83  0.000

---

[2]
A 6-piece molecular cluster, C80H180NO3P5 overall at a distorted geometry. Source: OMol25; level of theory: ωB97M-V/def2-TZVPD.

The calculation puts the maximum force at 3.910 eV Å⁻¹. As for the HOMO-LUMO gap: 8.99 eV. The multiplicity is 1. The HOMO energy is -14.99 eV. As for the total charge: +4. Its LUMO energy is -5.9987 eV.

Each line ends with the Mulliken charge.
CARTESIAN COORDINATES (ANGSTROEM)
C -14.93 -5.20 -27.59  -1.544
C -15.36 -4.70 -26.18  0.525
C -15.17 -3.16 -25.99  -0.931
C -13.72 -2.62 -25.89  -1.238
P -12.74 -3.19 -24.43  0.647
C -14.00 -3.10 -23.04  -0.471
C -14.52 -1.74 -22.62  -0.755
C -15.71 -1.90 -21.57  -0.293
C -16.14 -0.47 -21.06  -1.398
C -11.38 -2.02 -24.13  -1.467
C -10.58 -2.12 -22.88  -0.054
C -9.78 -3.37 -22.70  2.403
C -8.67 -3.60 -23.72  -1.545
C -12.12 -4.92 -24.78  -1.311
C -12.30 -5.89 -23.62  0.450
C -11.28 -7.01 -23.89  -1.123
C -11.23 -7.79 -22.59  -0.079
H -15.71 -4.95 -28.31  0.412
H -14.71 -6.26 -27.71  0.396
H -14.09 -4.68 -28.04  0.301
H -14.66 -5.23 -25.53  -0.491
H -16.34 -5.06 -25.89  0.497
H -15.77 -2.77 -25.18  0.274
H -15.72 -2.66 -26.79  0.619
H -13.64 -1.54 -25.78  0.573
H -13.09 -2.81 -26.76  0.599
H -13.30 -3.42 -22.27  -0.144
H -14.75 -3.88 -23.16  0.842
H -14.95 -1.19 -23.46  0.761
H -13.73 -1.12 -22.21  0.017
H -15.42 -2.56 -20.76  0.104
H -16.57 -2.41 -22.01  0.560
H -16.70 -0.49 -20.13  0.393
H -16.62 0.01 -21.91  0.405
H -15.30 0.18 -20.79  0.227
H -11.67 -0.97 -24.16  0.495
H -10.71 -2.15 -24.98  0.680
H -11.31 -1.92 -22.09  -0.747
H -9.86 -1.31 -22.79  0.782
H -10.47 -4.21 -22.66  -1.402
H -9.41 -3.30 -21.67  0.041
H -7.95 -2.79 -23.83  0.441
H -8.98 -3.77 -24.75  0.336
H -8.05 -4.47 -23.49  0.158
H -11.09 -4.78 -25.09  0.608
H -12.60 -5.25 -25.70  0.991
H -13.33 -6.26 -23.65  0.525
H -12.11 -5.50 -22.62  -0.646
H -10.28 -6.65 -24.11  0.451
H -11.64 -7.73 -24.63  0.391
H -10.54 -8.61 -22.78  0.525
H -12.13 -8.16 -22.09  -0.447
H -10.77 -7.14 -21.85  -0.212
C -15.97 -12.08 -18.18  -1.152
C -16.34 -12.94 -19.45  -0.987
C -16.58 -12.00 -20.67  -0.719
C -17.84 -11.12 -20.63  -0.737
P -18.05 -10.06 -22.09  0.703
C -16.53 -8.95 -22.18  -0.863
C -16.18 -8.43 -20.79  -0.477
C -15.22 -7.21 -20.91  0.536
C -15.08 -6.43 -19.62  -1.376
C -18.16 -11.20 -23.46  -1.238
C -19.33 -12.21 -23.40  -0.364
C -19.80 -12.88 -24.67  -0.490
C -20.92 -13.90 -24.35  -1.375
C -19.63 -9.12 -21.86  -1.361
C -20.59 -9.41 -20.71  -0.551
C -21.73 -8.37 -20.63  -0.444
C -22.72 -8.80 -19.57  -1.315
H -15.61 -12.78 -17.44  0.394
H -16.86 -11.70 -17.69  0.401
H -15.25 -11.27 -18.34  0.180
H -17.19 -13.60 -19.25  0.481
H -15.56 -13.67 -19.64  0.397
H -16.76 -12.67 -21.51  0.271
H -15.66 -11.45 -20.88  0.188
H -17.71 -10.57 -19.70  0.594
H -18.67 -11.79 -20.40  0.674
H -16.84 -8.10 -22.79  0.636
H -15.74 -9.53 -22.66  0.551
H -15.80 -9.17 -20.10  0.023
H -17.03 -8.01 -20.25  0.369
H -15.68 -6.60 -21.69  0.436
H -14.21 -7.52 -21.20  -0.628
H -14.56 -5.48 -19.79  0.266
H -14.55 -7.04 -18.89  0.138
H -16.05 -6.13 -19.24  0.582
H -17.19 -11.69 -23.41  0.695
H -18.20 -10.59 -24.36  0.575
H -20.22 -11.69 -23.04  0.178
H -18.93 -12.98 -22.74  0.210
H -19.02 -13.50 -25.11  0.319
H -20.11 -12.16 -25.43  0.378
H -21.78 -13.48 -23.83  0.362
H -20.66 -14.82 -23.82  0.350
H -21.34 -14.34 -25.26  0.397
H -20.19 -9.18 -22.80  0.695
H -19.32 -8.07 -21.84  0.661
H -20.06 -9.49 -19.76  0.384
H -20.89 -10.45 -20.86  0.332
H -22.32 -8.40 -21.54  0.292
H -21.42 -7.34 -20.49  0.402
H -23.39 -8.01 -19.23  0.383
H -22.17 -9.07 -18.67  0.327
H -23.33 -9.63 -19.91  0.327
C -6.34 -5.47 -15.33  -1.269
C -5.45 -6.48 -14.52  -0.689
C -6.05 -6.65 -13.11  0.065
C -5.40 -7.80 -12.31  -0.819
P -6.01 -7.84 -10.53  0.620
C -5.23 -9.23 -9.59  -1.177
C -4.21 -10.10 -10.39  -0.472
C -3.49 -11.19 -9.51  -0.579
C -2.62 -10.61 -8.39  -1.126
C -5.68 -6.18 -9.93  -1.134
C -4.27 -5.66 -10.10  -0.639
C -3.29 -6.18 -9.02  -0.273
C -2.00 -5.30 -9.02  -1.299
C -7.73 -8.25 -10.53  -1.041
C -8.08 -9.69 -11.01  0.387
C -9.51 -10.08 -11.21  -0.194
C -9.71 -11.61 -11.48  -1.226
H -5.90 -5.24 -16.29  0.585
H -6.23 -4.53 -14.79  0.499
H -7.41 -5.70 -15.26  0.201
H -4.39 -6.22 -14.58  0.536
H -5.55 -7.46 -14.99  0.190
H -7.13 -6.79 -13.14  -0.692
H -5.95 -5.72 -12.54  0.377
H -4.32 -7.63 -12.28  0.705
H -5.56 -8.73 -12.86  0.361
H -6.09 -9.79 -9.22  0.945
H -4.67 -8.81 -8.75  0.655
H -3.46 -9.43 -10.82  0.390
H -4.64 -10.54 -11.29  -0.010
H -2.86 -11.74 -10.20  0.384
H -4.29 -11.79 -9.07  0.361
H -3.06 -10.46 -7.40  0.300
H -2.34 -9.58 -8.65  0.225
H -1.74 -11.19 -8.12  0.375
H -5.96 -6.31 -8.89  0.682
H -6.28 -5.35 -10.33  0.530
H -4.32 -4.58 -9.95  0.594
H -3.88 -5.86 -11.10  0.230
H -3.10 -7.22 -9.27  -0.011
H -3.84 -6.26 -8.08  0.413
H -1.45 -5.28 -8.08  0.374
H -2.24 -4.25 -9.20  0.328
H -1.40 -5.70 -9.83  0.362
H -8.11 -7.51 -11.23  0.042
H -8.14 -8.00 -9.55  0.714
H -7.68 -10.47 -10.36  0.270
H -7.46 -9.86 -11.89  -0.215
H -9.89 -9.58 -12.10  -0.215
H -10.02 -9.71 -10.33  0.527
H -9.25 -11.84 -12.44  0.096
H -10.76 -11.86 -11.45  0.428
H -9.22 -12.19 -10.69  0.427
C -12.58 -12.58 -20.62  -1.507
C -11.64 -11.46 -20.71  0.355
C -11.05 -11.12 -19.34  -1.026
C -9.93 -10.06 -19.47  -0.262
P -8.98 -9.82 -17.88  1.352
C -10.30 -9.05 -16.80  -1.109
C -9.93 -8.49 -15.41  1.094
C -10.86 -7.33 -15.03  -0.781
C -10.79 -6.84 -13.58  -1.165
C -7.70 -8.60 -18.00  -0.408
C -7.86 -7.28 -18.81  0.332
C -7.63 -7.51 -20.28  -0.091
C -7.76 -6.30 -21.16  -1.214
C -8.49 -11.31 -16.84  -1.572
C -7.56 -11.04 -15.58  0.555
C -6.96 -12.34 -15.05  -0.787
C -6.03 -12.12 -13.91  -1.073
H -11.99 -13.45 -20.33  0.436
H -13.03 -12.84 -21.58  0.485
H -13.40 -12.34 -19.95  0.082
H -12.15 -10.61 -21.17  -0.125
H -10.84 -11.82 -21.36  0.374
H -10.64 -11.97 -18.79  0.425
H -11.93 -10.81 -18.78  0.277
H -10.40 -9.11 -19.73  -0.278
H -9.15 -10.33 -20.19  0.829
H -11.03 -9.84 -16.70  0.842
H -10.88 -8.39 -17.45  0.052
H -8.96 -8.00 -15.50  -0.596
H -9.98 -9.18 -14.56  0.293
H -11.92 -7.55 -15.08  0.470
H -10.69 -6.53 -15.75  0.052
H -11.21 -7.63 -12.96  0.499
H -11.42 -5.95 -13.47  0.285
H -9.76 -6.62 -13.31  -0.123
H -6.73 -9.06 -18.18  1.006
H -7.56 -8.35 -16.95  -0.771
H -7.29 -6.45 -18.40  0.479
H -8.90 -6.96 -18.84  -0.539
H -8.31 -8.29 -20.64  -0.115
H -6.66 -8.00 -20.36  0.406
H -7.19 -6.29 -22.09  0.546
H -7.41 -5.41 -20.65  0.339
H -8.79 -6.02 -21.40  -0.102
H -7.88 -11.80 -17.60  0.518
H -9.29 -11.99 -16.57  0.580
H -8.30 -10.78 -14.82  -0.400
H -6.74 -10.35 -15.77  0.387
H -6.55 -12.79 -15.96  0.511
H -7.75 -13.01 -14.72  0.372
H -5.45 -11.20 -14.04  0.246
H -5.43 -13.01 -13.75  0.434
H -6.56 -11.90 -12.98  0.160
C -7.17 -3.20 -17.97  -0.242
C -7.17 -1.97 -17.08  -0.894
C -8.64 -1.43 -16.88  -0.747
C -9.52 -2.36 -16.05  0.121
P -11.14 -1.81 -15.59  1.297
C -11.88 -0.88 -16.94  -1.862
C -12.07 -1.64 -18.30  0.471
C -13.01 -0.90 -19.26  0.484
C -12.71 0.56 -19.63  -1.967
C -11.04 -0.70 -14.19  -1.106
C -12.28 0.15 -13.80  -0.738
C -12.21 0.76 -12.38  -0.589
C -10.92 1.62 -12.38  -1.109
C -12.24 -3.26 -15.16  0.142
C -13.78 -3.13 -14.99  -0.885
C -14.57 -4.37 -15.12  -0.941
C -14.49 -4.95 -16.52  -0.639
H -7.34 -4.14 -17.46  -0.352
H -6.21 -3.28 -18.48  0.657
H -7.95 -3.12 -18.73  -0.059
H -6.51 -1.26 -17.57  0.390
H -6.77 -2.39 -16.16  0.285
H -9.14 -1.31 -17.84  0.081
H -8.63 -0.43 -16.45  0.539
H -9.09 -2.81 -15.16  0.796
H -9.76 -3.20 -16.70  -0.670
H -11.33 0.07 -16.97  0.731
H -12.84 -0.69 -16.48  0.881
H -12.33 -2.69 -18.23  -0.379
H -11.13 -1.54 -18.85  0.036
H -14.03 -1.04 -18.91  0.565
H -13.07 -1.55 -20.14  -0.642
H -13.11 0.84 -20.60  0.409
H -11.70 0.96 -19.68  0.392
H -13.11 1.29 -18.92  0.465
H -10.18 -0.06 -14.42  0.675
H -10.75 -1.25 -13.30  0.709
H -13.18 -0.46 -13.80  0.161
H -12.41 0.87 -14.60  0.387
H -12.10 -0.11 -11.73  0.322
H -13.09 1.37 -12.19  0.368
H -10.71 2.14 -11.45  0.391
H -10.96 2.29 -13.24  0.313
H -10.00 1.05 -12.47  0.264
H -11.78 -3.62 -14.23  0.619
H -11.97 -4.06 -15.85  -0.329
H -14.05 -2.36 -15.71  0.460
H -14.05 -2.55 -14.10  0.312
H -15.65 -4.31 -14.99  0.437
H -14.12 -5.09 -14.43  0.291
H -14.86 -4.27 -17.29  0.300
H -15.08 -5.86 -16.47  0.425
H -13.45 -5.25 -16.66  -0.041
N -11.30 -5.41 -18.98  0.095
O -10.91 -4.82 -17.96  -0.566
O -11.20 -4.79 -20.01  -0.082
O -11.75 -6.53 -18.96  -0.701

---

E? In order: -140501.7240; -139923.4880 eV.